The following is a DFT calculation (the ωB97M-V functional and the def2-TZVPD basis) of a single C6H6 molecule.

```
12
C6H6 | the OMol25 dataset | the ωB97M-V functional and the def2-TZVPD basis
C -0.197 -0.748 -0.198
C -1.172 -0.077 0.023
C 2.680 0.808 0.089
C -2.341 0.752 0.302
C 2.087 -0.211 -0.156
C 1.146 -1.317 -0.396
H 1.330 -2.145 0.299
H -2.189 1.773 -0.067
H -3.232 0.344 -0.182
H 1.262 -1.725 -1.408
H -2.527 0.809 1.379
H 3.154 1.736 0.314
```

- LUMO: 0.0367 hartree
- Spin multiplicity: 1
- Structure (SMILES): C#CCC#CC
- HOMO: -9.47 eV
- Strongest force on any atom: 0.6 eV Å⁻¹
- Frontier orbital gap: 10.47 eV